i | 13
Properties=species:S:1:pos:R:3:nbo_charge:R:1 method="wB97M-V/def2-TZVPD" homo_lumo_gap_ev=8.7 smiles="O=CC[N@@+]12C=C1C2" lumo_energy_ev=-6.195 charge=+1 homo_ev=-14.923
H 1.6295 1.4789 -1.7719 0.32
N 0.4499 0.5069 -0.0175 -0.16
C -0.2604 -0.6464 -0.5032 -0.36
C 0.1449 1.2168 1.2043 -0.23
H 1.0351 1.1233 1.7659 0.27
H -0.7910 0.9077 1.6496 0.28
C 0.3586 2.2529 0.1163 0.25
O -0.1632 -1.5450 1.7154 -0.45
H -1.2834 -0.4955 -0.7079 0.26
C 1.0237 1.5443 -0.7719 -0.04
C -0.2679 -1.7007 0.5583 0.45
H 0.2062 -1.0994 -1.3495 0.26
H -0.3086 -2.6090 0.0166 0.14



ii | 13
Properties=species:S:1:pos:R:3:nbo_charge:R:1 method="wB97M-V/def2-TZVPD" homo_lumo_gap_ev=8.0 lumo_energy_ev=-7.680 charge=+1 homo_ev=-15.703
C -0.9800 -1.2962 0.5761 -0.68
C 1.6022 0.2821 0.1615 0.16
N 1.2224 1.4556 -0.2416 0.22
C 1.4485 -0.9459 0.4318 0.17
H 0.1748 -1.2144 -1.3330 0.31
C 0.0482 -0.7269 -0.2872 -0.12
H -0.7495 -2.3838 0.6043 0.27
H -0.5844 1.6948 -1.2975 0.29
H -0.7950 1.7213 0.4326 0.31
H -2.0320 -1.2834 0.1473 0.27
H -0.9845 -0.9614 1.6447 0.26
C -0.1662 1.1905 -0.3635 -0.33
O 1.7954 2.4676 -0.4756 -0.12



Which of them is the most stable, and which is the least stable? i and ii, in that order.



i | 18
Properties=species:S:1:pos:R:3:nbo_charge:R:1 method="wB97M-V/def2-TZVPD" homo_lumo_gap_ev=8.4 lumo_energy_ev=0.163 homo_ev=-8.243
H 1.6441 1.3012 -2.4306 0.18
C -1.7514 0.3767 0.7798 -0.55
H 2.4165 -1.2892 0.5567 0.24
C 2.6617 -0.1498 0.5973 -0.65
H -1.0832 -0.1302 1.5504 0.22
H 2.1725 0.0001 1.6247 0.22
C 1.5323 0.4498 -1.9084 -0.42
H -0.0009 -2.4142 -0.9648 -0.01
H 1.7199 -0.5315 -2.4294 0.17
C 1.7859 0.3957 -0.4126 0.06
C 0.5306 0.5110 -0.7369 -0.37
H -3.1042 1.4520 1.8938 0.23
H -3.4555 -0.3033 1.7334 0.22
H -0.5442 -2.1896 -1.5338 0.01
P -1.1658 1.0590 -0.6463 0.67
H 3.6646 0.0511 0.6773 0.23
H -3.8740 0.8486 0.3662 0.21
C -3.1490 0.5628 1.2832 -0.65



ii | 18
Properties=species:S:1:pos:R:3:nbo_charge:R:1 method="wB97M-V/def2-TZVPD" homo_lumo_gap_ev="6.6 / 6.6" lumo_energy_ev="-1.127 / -1.126" homo_ev="-7.749 / -7.750"
C -2.0339 1.4410 1.3296 -0.58
H -2.3961 0.4757 1.6799 0.21
H -1.4717 0.8540 -1.5630 0.21
H -0.4628 2.2363 0.0949 0.23
H 2.1798 -2.9455 -0.4349 0.21
C 0.2832 -0.3593 -1.1249 -0.71
C 2.8347 -2.1174 -0.2334 -0.53
P 1.2316 -0.4879 0.4919 0.61
C -1.0297 0.3048 -0.7290 -0.41
C -0.7827 1.2499 0.4640 -0.38
H -1.7386 -0.4597 -0.4055 0.20
H 0.8608 0.2639 -1.8163 0.21
H -1.7928 2.0482 2.1977 0.23
H 3.2316 -1.6259 -1.1018 0.21
H 3.4992 -2.2318 0.6004 0.21
C 0.2820 0.7618 1.3766 -0.34
H -2.8254 1.9269 0.7619 0.20
H 0.1310 -1.3351 -1.5882 0.22



Which of them is the most stable, and which is the least stable? i and ii, in that order.



i | 24
Properties=species:S:1:pos:R:3:nbo_charge:R:1 method="wB97M-V/def2-TZVPD" homo_lumo_gap_ev=9.9 smiles="CNC(C)=O.CNC(C)=O" lumo_energy_ev=0.549 homo_ev=-9.308
H 2.5855 -0.4542 -2.7996 0.22
O -1.5103 1.2100 0.2590 -0.60
H 1.2352 -1.0839 -0.2010 0.41
H 0.9315 -0.8276 -2.7330 0.18
H -2.0541 -1.2825 -1.5223 0.19
C 1.8713 -0.9375 -2.2978 -0.38
H 0.9674 2.3756 0.1659 0.27
C 1.7191 1.5370 0.4193 -0.74
H -2.4705 -1.5376 1.4014 0.40
H 1.1781 1.0590 1.2622 0.21
H -3.4742 -1.8661 -0.7043 0.20
H -0.2123 -0.4001 2.9161 0.23
H 2.5231 2.1732 0.7572 0.24
H -0.3626 1.1759 2.5627 0.22
N 1.8390 -0.5165 -0.9211 -0.65
H 2.0599 -2.1234 -2.2753 0.17
N -2.2780 -0.8683 0.7028 -0.64
C -0.8263 0.3369 2.4209 -0.74
C 2.3161 0.7908 -0.6588 0.67
H -3.1956 -0.0432 -0.9623 0.22
O 3.1374 1.4372 -1.3142 -0.61
H -1.6349 0.5325 3.1902 0.23
C -2.7741 -0.9609 -0.6680 -0.42
C -1.5710 0.2737 1.0000 0.70



ii | 24
Properties=species:S:1:pos:R:3:nbo_charge:R:1 method="wB97M-V/def2-TZVPD" homo_lumo_gap_ev=10.4 smiles="CNC(C)=O.CNC(C)=O" lumo_energy_ev=0.583 homo_ev=-9.833
H 1.1246 2.5010 -0.5722 0.24
O -2.3898 -1.0376 -2.1198 -0.62
H 0.8772 -1.5326 1.7932 0.19
H -0.5530 -0.7675 2.8107 0.21
H 0.4378 -1.0446 -0.8991 0.38
C -0.0131 0.3214 -2.5516 -0.43
H 1.0657 -0.4237 3.1947 0.24
H 1.9493 3.3820 0.7061 0.25
H -0.4652 -2.7106 -0.1593 0.21
H 0.9707 0.5077 -2.9897 0.22
H -2.2380 -3.2293 -0.8044 0.26
O 2.2739 1.5911 2.3062 -0.61
C -1.5205 -2.4902 -0.4065 -0.72
C 1.1242 2.6759 0.5322 -0.73
H -1.9655 -2.2361 0.5512 0.23
C 0.4306 -0.6410 2.3368 -0.43
C 1.3319 1.6038 1.5334 0.67
H -0.7388 0.1796 -3.3913 0.24
H 0.1889 3.1926 0.7086 0.23
C -1.4513 -1.3227 -1.4074 0.66
H -0.2986 0.5880 0.8620 0.37
H -0.3807 1.1493 -1.9444 0.19
N 0.4116 0.5824 1.5912 -0.62
N -0.1719 -0.8387 -1.6808 -0.63



Which of them is the most stable, and which is the least stable? ii and i, in that order.



i | 19
Properties=species:S:1:pos:R:3:nbo_charge:R:1 method="wB97M-V/def2-TZVPD" homo_lumo_gap_ev=10.3 smiles="C=C[C@@H]1[NH+]=CN[C@H]1C" lumo_energy_ev=-3.442 charge=+1 homo_ev=-13.791
H -2.0847 -2.4670 0.2715 0.25
H 0.0684 -2.2413 1.1605 0.43
C 2.8216 0.1227 -0.0027 -0.31
N -1.8179 -0.4120 -0.3768 -0.52
H 1.5377 -1.0206 -1.2747 0.21
C -0.6394 0.4373 -0.4341 -0.05
H 3.6907 -0.0173 -0.6669 0.22
H -0.0561 2.3520 0.4396 0.24
C -0.9227 1.8050 0.1626 -0.61
H -2.7740 -0.1016 -0.8299 0.47
H 2.8560 0.9350 0.5976 0.20
H -1.4283 1.7400 1.0641 0.22
H 0.4101 0.0176 1.4647 0.23
H -1.5625 2.3115 -0.6547 0.23
C 0.3997 -0.3701 0.4011 -0.10
C -1.4995 -1.6021 0.0344 0.39
H -0.3528 0.5591 -1.4460 0.22
C 1.6456 -0.3573 -0.4078 -0.23
N -0.2921 -1.6909 0.4974 -0.49



ii | 19
Properties=species:S:1:pos:R:3:nbo_charge:R:1 method="wB97M-V/def2-TZVPD" homo_lumo_gap_ev=10.6 smiles="C[C@H]1C=CCNC1=[NH2+]" lumo_energy_ev=-3.138 charge=+1 homo_ev=-13.690
C 0.4471 -1.7159 -0.5637 -0.60
H -1.6311 -0.5518 -2.2986 0.43
C -0.1670 -0.5357 1.4659 -0.18
N -1.3982 0.3619 -1.9171 -0.72
H 0.5201 2.5375 1.3957 0.25
C 0.5571 0.5001 1.8160 -0.18
H 1.0823 0.5542 2.7088 0.23
N -0.0187 1.3788 -0.3845 -0.51
H 1.4263 -1.1287 -0.7476 0.24
C -0.7001 0.3402 -0.7924 0.60
H -0.2084 -1.2572 2.2346 0.24
H -1.7163 -1.2077 0.2082 0.27
H 0.1402 2.1365 -1.0067 0.41
H -1.2309 1.1303 -2.5544 0.42
H 0.7185 -2.5790 0.1413 0.25
H 0.1301 -2.2660 -1.3297 0.22
H 1.9497 1.5460 0.7117 0.24
C 0.7892 1.6262 0.8439 -0.27
C -0.6900 -0.8698 0.0689 -0.34



iii | 19
Properties=species:S:1:pos:R:3:nbo_charge:R:1 method="wB97M-V/def2-TZVPD" homo_lumo_gap_ev=7.7 lumo_energy_ev=-5.723 charge=+1 homo_ev=-13.442
N -1.0446 -2.2079 0.5388 -0.43
H -1.5712 -0.6897 1.8605 0.25
H -1.6615 -2.9375 0.8678 0.45
H 0.2097 1.3259 1.7283 0.23
H 1.2077 2.5738 -0.2589 0.30
C -1.0442 -0.9711 0.9601 0.12
N -1.3106 1.7243 -1.5657 -1.07
C 0.1892 -0.4101 0.5561 -0.23
H 1.9351 -1.4556 -0.4405 0.26
H 2.0626 0.9254 -0.7145 0.25
H -1.6835 2.6583 -1.4236 0.37
H 0.4260 -3.4773 -0.5061 0.26
H -2.0096 1.2514 -2.1275 0.38
H 2.3652 1.8135 0.7386 0.27
C 0.5943 0.8821 0.8135 0.20
H -1.2408 1.3243 -0.6490 0.33
C 1.5790 1.5826 -0.0083 -0.70
C 0.8805 -1.4016 -0.2261 -0.22
C 0.1166 -2.5106 -0.1436 -0.03



Which of them is the most stable, and which is the least stable? ii and iii, in that order.



i | 19
Properties=species:S:1:pos:R:3:nbo_charge:R:1 method="wB97M-V/def2-TZVPD" homo_lumo_gap_ev=8.9 lumo_energy_ev=-4.455 charge=+1 homo_ev=-13.309
C 0.2029 1.3700 -1.2043 -0.32
H -0.7235 2.9812 -0.3764 0.25
H 0.6326 -2.3047 -1.5354 0.41
H 1.2129 0.8682 -1.5641 0.26
C 0.1404 -0.2631 1.0447 -0.03
C -1.6430 0.4985 0.5959 0.29
H -0.6233 1.2480 -1.9376 0.25
H 0.6276 -0.0887 1.9314 0.23
H -2.6576 0.8644 0.4543 0.25
H 1.0714 -2.2260 1.1087 0.20
H 0.8943 2.8616 0.5019 0.27
C 0.8366 -1.4952 0.3381 -0.21
C 0.0809 2.3218 -0.0681 -0.38
C -0.3176 0.8722 0.2194 -0.17
N 0.0219 -1.7745 -0.8169 -0.87
H 1.8780 -1.0313 -0.0888 0.21
H -0.8558 -2.0542 -0.5533 0.37
H -1.7700 -1.1066 1.9503 0.44
N -1.2554 -0.5196 1.3393 -0.45



ii | 19
Properties=species:S:1:pos:R:3:nbo_charge:R:1 method="wB97M-V/def2-TZVPD" homo_lumo_gap_ev=10.1 lumo_energy_ev=-3.733 charge=+1 homo_ev=-13.838
H -3.1699 0.3204 0.1191 0.24
H -2.1373 1.7111 0.2035 0.24
H 2.7462 1.0732 1.0409 0.24
H 2.3813 1.9158 -0.4149 0.24
C 0.3866 -2.0531 -0.4072 -0.26
H -1.7538 0.4683 1.5746 0.26
N -1.1319 -0.0564 -0.4071 -0.40
H -1.4713 -1.5387 1.0228 0.26
H -1.6217 -0.0382 -1.2672 0.45
H 0.4900 -3.0321 -0.0538 0.25
H 0.3170 1.7136 -0.8310 0.26
C -0.7694 -1.3095 0.2039 0.06
N 1.0374 -1.2136 0.6322 -0.29
H 0.4872 -1.9674 -1.5357 0.24
C 1.2182 0.0861 0.0879 0.21
H 3.2148 0.2637 -0.3245 0.24
C 0.1524 0.6674 -0.4522 -0.19
C -2.1093 0.6862 0.4539 -0.42
C 2.5099 0.8995 0.0527 -0.62



iii | 19
Properties=species:S:1:pos:R:3:nbo_charge:R:1 method="wB97M-V/def2-TZVPD" homo_lumo_gap_ev=10.3 smiles="C=CCC[NH+]=C=NC" lumo_energy_ev=-3.628 charge=+1 homo_ev=-13.907
N -0.1913 -0.0344 -2.6485 -0.26
H 0.8998 0.7392 3.5992 0.23
C 0.2997 -0.8303 2.0472 -0.46
C -0.3048 1.5710 2.1027 -0.45
C 0.2033 -0.2151 -3.9392 -0.44
H -0.4555 -0.8717 -4.4170 0.26
H -0.6146 -1.8687 0.2380 0.24
H -0.2489 -1.5349 2.6235 0.25
C -0.4454 -0.8788 0.6824 -0.22
H -0.9228 1.3487 1.3605 0.17
H -0.1047 0.6329 -4.5423 0.26
H -1.4004 -0.5041 0.9053 0.21
H 0.5575 0.9591 0.2833 0.50
N 0.1127 0.0691 -0.2554 -0.61
H -0.2100 2.5087 2.5151 0.23
C -0.0598 -0.0617 -1.4769 0.73
H 1.4056 -1.1882 2.0688 0.24
C 0.2807 0.5555 2.6883 -0.12
H 1.1988 -0.3963 -3.8351 0.23



iv | 19
Properties=species:S:1:pos:R:3:nbo_charge:R:1 method="wB97M-V/def2-TZVPD" homo_lumo_gap_ev=8.6 smiles=[NH3+]CCc1cc[nH]c1 lumo_energy_ev=-3.330 charge=+1 homo_ev=-11.895
N 0.9812 -2.1908 -0.9226 -0.47
C 0.3542 1.3567 -0.1823 -0.45
H -1.2226 0.5801 2.6170 0.43
C 1.3893 -0.9980 -0.4329 -0.06
C -0.8580 1.6382 0.7505 -0.19
H 1.2367 1.6130 0.4677 0.22
H -0.1919 -0.2274 1.6498 0.45
C -0.1533 -1.9906 -1.7503 -0.04
H 0.2979 1.0933 2.5282 0.43
H 0.2242 2.0765 -1.0444 0.26
H 2.2456 -0.6930 0.0800 0.22
H -1.1396 2.5967 1.4205 0.24
H -1.8679 1.3874 0.3029 0.25
H -1.4988 -0.4627 -1.8645 0.23
C -0.5731 -0.6907 -1.4949 -0.31
C 0.3630 -0.0391 -0.7011 -0.17
H 1.4283 -3.0097 -1.0023 0.41
N -0.4460 0.7007 2.0220 -0.70
H -0.5691 -2.7404 -2.4433 0.24



Which of them is the most stable, and which is the least stable? iv and ii, in that order.



i | 19
Properties=species:S:1:pos:R:3:nbo_charge:R:1 method="wB97M-V/def2-TZVPD" homo_lumo_gap_ev=10.4 lumo_energy_ev=-3.160 charge=+1 homo_ev=-13.609
H -1.5962 -1.7290 -0.8163 0.21
C -0.1351 0.1645 0.5011 0.17
C -1.7637 -0.7659 -0.2516 -0.39
H 2.6249 0.2891 1.2096 0.23
C -1.2032 -0.6936 1.1169 -0.44
H -0.0341 -1.0042 -1.8837 0.44
H -0.8248 -1.4984 1.6612 0.24
H -1.6997 0.0826 1.7113 0.24
H 2.3537 1.5742 -0.1070 0.21
H 0.6994 1.4392 2.1462 0.38
H -2.7943 -0.6260 -0.4386 0.26
N 0.3067 -0.1230 -1.6174 -0.53
H 1.7209 -1.2760 -0.3926 0.24
H 0.8213 0.5387 -2.2064 0.46
C 1.9167 0.8521 0.4985 -0.21
C -0.8214 0.3879 -0.7905 -0.10
H -1.3745 1.2875 -1.1554 0.26
N 0.6685 1.4244 1.0963 -0.61
C 1.1348 -0.3242 -0.2817 -0.08



ii | 19
Properties=species:S:1:pos:R:3:nbo_charge:R:1 method="wB97M-V/def2-TZVPD" homo_lumo_gap_ev=6.5 lumo_energy_ev=-6.325 charge=+1 homo_ev=-12.821
H -0.0922 -1.5217 -1.6156 0.25
C -0.5291 -0.9375 -0.8099 0.17
C -0.1672 -0.0444 1.4675 0.15
H -2.1366 -2.3426 -1.0615 0.26
H -2.1878 0.9914 -3.4320 0.39
H -0.8736 0.8742 -2.2277 0.35
H 2.2119 -0.0825 -0.8159 0.25
H -2.6385 -0.6864 -0.3629 0.28
C 2.0562 0.6622 1.2594 -0.01
H 2.9949 0.9713 1.6403 0.26
H -1.1191 -0.1996 1.9432 0.25
C 1.6783 -0.0206 0.1127 -0.20
H 0.6959 1.0429 2.9981 0.45
N 0.9187 0.5645 2.1251 -0.45
H -1.8724 -1.8866 0.6634 0.26
H -0.8453 1.9185 -3.5360 0.38
C -1.8632 -1.4912 -0.3637 -0.72
N -1.4187 1.3877 -2.9065 -1.09
C 0.2922 -0.3353 0.1580 -0.22



Which of them is the most stable, and which is the least stable? ii and i, in that order.



i | 17
Properties=species:S:1:pos:R:3:nbo_charge:R:1 method="wB97M-V/def2-TZVPD" homo_lumo_gap_ev=9.5 lumo_energy_ev=0.547 homo_ev=-8.966
H -0.3601 -2.2774 0.8160 0.49
F 1.3563 0.2233 -2.0528 -0.35
O -2.1935 0.3438 0.9172 -0.68
C 0.9691 -1.3831 -0.4250 -0.12
C -1.1546 1.1741 0.4815 0.11
H 0.8971 1.7769 1.6263 0.22
C 0.3792 1.0506 0.9746 -0.51
H 0.6083 0.2185 1.5651 0.20
H 0.0144 1.9877 -0.9880 0.25
H -0.4731 -0.9000 -1.8451 0.19
O -0.5268 -1.8019 -0.1206 -0.79
H 1.9584 -2.0415 -1.0109 0.24
C -0.1268 1.0371 -0.5334 -0.28
H 1.4656 -0.9537 0.7576 0.19
H -1.7619 -0.4934 0.5726 0.49
C 0.3991 -0.2385 -1.2655 0.17
H -1.4509 2.2777 0.5306 0.18



ii | 17
Properties=species:S:1:pos:R:3:nbo_charge:R:1 method="wB97M-V/def2-TZVPD" homo_lumo_gap_ev=9.9 lumo_energy_ev=0.684 homo_ev=-9.246
O -0.1319 2.1116 0.1996 -0.77
C 0.4748 0.9134 0.6372 0.09
H 1.1332 -1.0469 -1.5663 0.22
H -2.0303 -1.3114 -0.7815 0.22
H -1.3013 1.6105 -0.0042 0.50
C -1.4561 -0.3112 -0.7398 0.02
H 2.7893 0.2078 0.4095 0.23
C -0.3132 -0.3541 0.2543 0.16
H -1.6215 -0.7972 1.8478 0.51
H 1.7942 0.8814 -0.9397 0.21
H 0.5006 1.0246 1.7599 0.17
C 0.9619 -0.9232 -0.4293 -0.42
O -0.8604 -1.0966 1.2126 -0.74
H -1.0671 0.0273 -1.7307 0.19
F -2.2903 0.6495 -0.0862 -0.36
C 1.7726 0.4020 0.0307 -0.45
H 1.6457 -1.9873 -0.0739 0.22



Which of them is the most stable, and which is the least stable? ii and i, in that order.



i | 17
Properties=species:S:1:pos:R:3:nbo_charge:R:1 method="wB97M-V/def2-TZVPD" homo_lumo_gap_ev=12.6 lumo_energy_ev=-2.958 charge=+1 homo_ev=-15.575
O -0.1834 3.4890 -0.7994 -0.98
N 0.4372 0.8930 0.1580 -0.70
H -0.3595 0.3357 -0.2205 0.48
H 0.0860 1.8089 0.4423 0.45
H 1.3954 0.8169 2.0852 0.23
H 0.2205 -3.9897 -0.3209 0.50
H -1.1814 -4.0526 0.3373 0.50
H -0.6794 -1.2558 -1.9866 0.49
H 1.2812 1.1122 -0.3555 0.44
H -0.0207 -0.2336 1.9019 0.23
H -0.4405 3.5809 -1.7241 0.49
O -0.4725 -3.4476 0.0904 -0.97
C 0.8884 0.1411 1.4233 -0.42
H -0.9721 -1.8182 -0.5758 0.52
H 1.4740 -0.7094 1.0903 0.23
H -0.4341 4.3409 -0.4207 0.49
O -1.0390 -1.0117 -1.1252 -0.98



ii | 17
Properties=species:S:1:pos:R:3:nbo_charge:R:1 method="wB97M-V/def2-TZVPD" homo_lumo_gap_ev=13.1 lumo_energy_ev=-2.802 charge=+1 homo_ev=-15.944
O 0.6987 2.6914 -0.1667 -0.97
H 0.9800 -2.0598 -2.5417 0.50
H 1.4443 3.0182 -0.6821 0.50
H 0.5559 -1.0847 3.2930 0.50
C -1.7053 0.0297 0.1622 -0.41
H 0.9755 -2.2806 2.4159 0.50
H 0.1562 0.9660 0.0373 0.46
H 0.3887 3.4381 0.3567 0.50
H -2.0678 -0.9949 0.1897 0.23
H 0.0684 -0.4586 -0.8352 0.46
H 0.0545 -1.0983 -3.2926 0.50
N -0.2176 0.0036 0.0421 -0.72
O 0.5439 -1.4195 2.3896 -0.97
H -1.9739 0.5458 1.0784 0.22
O 0.3920 -1.3064 -2.4140 -0.97
H -2.1115 0.5441 -0.6996 0.23
H 0.1926 -0.5028 0.8426 0.46



iii | 17
Properties=species:S:1:pos:R:3:nbo_charge:R:1 method="wB97M-V/def2-TZVPD" homo_lumo_gap_ev=11.8 lumo_energy_ev=-3.167 charge=+1 homo_ev=-14.990
H -1.9005 -0.4526 2.8699 0.49
H -1.0360 -0.9219 0.6158 0.24
O 2.4841 -1.8393 -0.9224 -0.95
C -0.7403 -0.7625 -0.4041 -0.42
H 2.3831 1.3409 -0.7579 0.50
N -1.1242 0.7047 -0.5633 -0.69
O -2.5115 -0.1788 2.1725 -0.96
H -1.3030 -1.3226 -1.1396 0.23
H -2.7998 0.6890 2.4850 0.48
H 3.2861 -1.3835 -0.6310 0.47
H -0.3541 1.3242 -0.2885 0.47
H 0.3418 -0.8461 -0.4581 0.26
H 2.0524 2.4645 0.2188 0.50
H 2.8704 -2.3926 -1.6154 0.48
H -1.8365 0.8952 0.1432 0.44
O 1.6615 1.7120 -0.2391 -0.98
H -1.4734 0.9696 -1.4859 0.44



Which of them is the most stable, and which is the least stable? ii and iii, in that order.